1.
63
Properties=species:S:1:pos:R:3:lowdin_charge:R:1 method="wB97M-V/def2-TZVPD" multiplicity=5 charge=+1 homo_lumo_gap_ev="5.6 / 5.9" s2=6.054
Co 0.78 -1.67 -0.38 0.69
C 0.31 -6.04 -4.47 -0.42
S -1.07 -5.42 -3.49 0.93
C -0.33 -4.53 -2.18 -0.91
S 1.39 -4.20 -2.37 1.05
N -1.16 -4.13 -1.29 -0.03
N -0.68 -3.27 -0.31 -0.06
C -1.39 -3.28 0.76 -0.02
C -0.97 -2.41 1.86 -0.25
C -1.72 -2.27 3.01 0.02
C -1.26 -1.41 4.00 -0.01
C -0.06 -0.75 3.81 -0.01
C 0.64 -0.95 2.62 -0.09
N 0.19 -1.76 1.66 0.04
H -0.17 -6.71 -5.19 0.05
H 1.01 -6.63 -3.88 0.04
H 0.82 -5.25 -5.01 0.04
H -2.26 -3.92 0.85 0.15
H -2.66 -2.80 3.12 0.13
H -1.83 -1.25 4.90 0.13
H 0.34 -0.08 4.55 0.12
H 1.56 -0.43 2.42 0.11
F -1.88 3.80 -2.52 0.13
C -1.92 3.13 -1.37 -0.17
C -2.33 3.79 -0.24 -0.14
F -2.66 5.07 -0.37 0.15
C -2.38 3.19 1.04 -0.05
C -2.03 1.82 1.03 -0.15
C -1.63 1.17 -0.10 -0.14
F -1.35 -0.15 0.05 0.06
C -1.51 1.78 -1.37 -0.06
C -0.94 1.13 -2.51 -0.17
C -0.44 -0.16 -2.40 -0.14
N -0.01 -1.23 -2.23 0.13
C -0.59 1.80 -3.71 -0.23
N -0.25 2.30 -4.68 0.18
F -2.09 1.10 2.15 0.11
C -2.73 3.88 2.22 -0.13
C -3.17 5.22 2.24 -0.18
N -3.54 6.31 2.31 0.21
C -2.60 3.28 3.50 -0.19
N -2.48 2.81 4.54 0.19
C 1.82 -4.69 0.42 -0.03
C 1.93 -3.72 -0.72 -0.73
O 2.57 -2.68 -0.64 -0.04
H 1.95 -4.17 1.37 0.10
H 2.64 -5.40 0.28 0.11
H 0.89 -5.25 0.39 0.09
C 3.70 2.91 -0.28 -0.02
C 2.17 2.82 -0.24 -0.56
C 1.60 3.50 1.01 -0.01
C 1.56 3.43 -1.51 -0.01
C 1.80 1.40 -0.18 -0.06
N 1.53 0.29 -0.13 0.22
H 3.98 3.96 -0.34 0.10
H 4.11 2.39 -1.14 0.10
H 4.15 2.50 0.63 0.09
H 1.86 4.55 0.98 0.11
H 2.01 3.07 1.92 0.09
H 0.51 3.42 1.04 0.08
H 1.87 4.48 -1.56 0.11
H 0.47 3.40 -1.48 0.06
H 1.90 2.93 -2.41 0.10

=====

2.
63
Properties=species:S:1:pos:R:3:lowdin_charge:R:1 method="wB97M-V/def2-TZVPD" multiplicity=2 charge=+4 e_above_lowest_kj_mol=185.7 homo_lumo_gap_ev="6.1 / 6.1" s2=0.770
In 1.65 -0.68 -0.70 1.19
C 6.09 -0.95 -0.23 0.01
C 6.43 -1.56 -1.43 0.04
C 5.41 -2.03 -2.26 0.05
C 4.10 -1.90 -1.87 -0.19
N 3.77 -1.25 -0.72 0.01
C 4.76 -0.78 0.07 -0.09
C 2.97 -2.56 -2.61 -0.16
C 3.11 -3.52 -3.58 0.07
C 1.99 -4.23 -3.99 0.06
C 0.78 -4.06 -3.32 0.07
C 0.70 -3.09 -2.33 -0.16
N 1.76 -2.31 -2.09 0.04
C -0.38 -2.98 -1.31 -0.18
C -1.60 -3.63 -1.44 0.04
C -2.45 -3.67 -0.35 0.03
C -2.06 -3.06 0.83 0.01
C -0.86 -2.37 0.86 -0.10
N -0.04 -2.31 -0.19 0.03
H 6.84 -0.59 0.46 0.14
H 7.46 -1.67 -1.72 0.15
H 5.66 -2.51 -3.19 0.14
H 4.46 -0.28 0.98 0.13
H 4.08 -3.76 -4.00 0.14
H 2.07 -4.99 -4.76 0.15
H -0.06 -4.70 -3.54 0.14
H -1.87 -4.12 -2.36 0.13
H -3.40 -4.19 -0.41 0.14
H -2.67 -3.12 1.73 0.13
H -0.54 -1.87 1.76 0.12
F 1.29 1.34 -1.53 -0.39
P 4.25 1.92 -2.50 0.36
F 3.33 0.72 -2.90 -0.07
F 4.52 2.21 -4.00 -0.03
F 3.86 1.60 -0.95 -0.17
F 3.73 3.37 -2.27 -0.03
F 5.72 1.64 -2.19 0.02
N -3.30 2.89 3.62 0.22
C -4.59 3.36 3.82 -0.14
C -5.24 3.90 4.89 0.11
C -6.63 4.21 4.70 0.08
C -7.33 3.87 3.53 0.00
C -6.68 3.30 2.47 0.11
C -5.28 3.01 2.62 -0.16
N -4.46 2.37 1.78 0.23
C -3.27 2.32 2.40 -0.20
C -2.10 1.70 1.76 -0.08
C -0.87 1.53 2.38 0.05
C 0.16 0.91 1.69 -0.08
N 0.02 0.46 0.44 -0.06
C -1.17 0.63 -0.17 -0.11
C -2.24 1.24 0.45 0.05
H -2.53 3.01 4.26 0.18
H -4.78 4.07 5.86 0.15
H -7.14 4.74 5.49 0.15
H -8.38 4.11 3.46 0.14
H -7.17 3.10 1.52 0.15
H -0.68 1.86 3.39 0.13
H 1.12 0.78 2.16 0.13
H -1.26 0.27 -1.19 0.13
H -3.18 1.35 -0.08 0.14
O 1.13 3.76 -2.07 0.38
N 1.00 3.22 -1.15 0.37

=====

3.
53
Properties=species:S:1:pos:R:3:lowdin_charge:R:1 method="wB97M-V/def2-TZVPD" multiplicity=6 charge=-2 e_above_lowest_kj_mol=0.0 homo_lumo_gap_ev="3.8 / 5.9" s2=8.965
C 4.75 0.30 2.23 -0.13
C 4.07 1.53 2.16 -0.10
C 2.68 1.55 2.00 -0.03
C 1.95 0.35 1.92 -0.15
C 0.46 0.42 1.65 -0.45
C -0.35 -0.68 2.04 -0.09
N -1.74 -0.62 2.09 -0.09
C -2.43 0.56 2.20 -0.01
C -3.83 0.59 2.18 -0.17
C -4.57 -0.64 2.09 -0.20
C -5.97 -0.58 2.02 -0.09
C -6.64 0.64 2.04 -0.16
C -5.91 1.85 2.14 -0.14
C -4.53 1.83 2.22 -0.07
C -3.80 -1.82 2.08 -0.06
C -2.44 -1.81 2.10 -0.05
O 0.01 1.42 1.03 -0.06
C 2.64 -0.87 2.01 -0.05
C 4.04 -0.90 2.14 -0.11
H 5.83 0.28 2.34 0.08
H 4.62 2.47 2.23 0.09
H 2.15 2.50 1.93 0.11
H 0.08 -1.66 2.23 0.07
H -1.85 1.48 2.23 0.11
H -6.52 -1.53 1.94 0.09
H -7.73 0.67 1.97 0.07
H -6.44 2.80 2.16 0.08
H -3.94 2.74 2.29 0.10
H -4.29 -2.79 2.03 0.09
H -1.81 -2.69 2.09 0.11
H 2.08 -1.80 1.96 0.09
H 4.55 -1.86 2.16 0.09
O 4.20 1.70 -4.48 0.07
C 3.29 1.16 -4.00 -0.21
Fe 2.13 0.31 -2.97 0.08
C 3.59 0.25 -1.97 -0.17
O 4.63 0.34 -1.44 0.08
C 1.77 1.91 -2.32 -0.14
O 1.87 2.99 -1.90 0.08
C 0.99 -1.01 -1.81 -0.22
C -0.23 -0.48 -2.33 -0.15
C -0.35 0.01 -3.60 -0.16
C 0.77 0.13 -4.48 -0.26
C 1.72 -0.90 -4.74 -0.24
C 1.97 -1.98 -3.90 -0.18
C 1.89 -1.85 -2.52 -0.23
H 1.10 -1.03 -0.72 0.10
H -1.06 -0.36 -1.61 0.10
H -1.31 0.44 -3.93 0.09
H 0.72 0.92 -5.25 0.10
H 2.20 -0.88 -5.72 0.10
H 2.47 -2.86 -4.32 0.08
H 2.51 -2.51 -1.90 0.10

=====

4.
58
Properties=species:S:1:pos:R:3:lowdin_charge:R:1 method="wB97M-V/def2-TZVPD" multiplicity=5 charge=-1 e_above_lowest_kj_mol=0.0 homo_lumo_gap_ev="5.6 / 5.5" s2=6.091
Ir -1.15 -1.49 1.15 0.80
C -1.31 -3.73 -1.05 -0.05
C -0.96 -4.32 0.28 -0.34
C -0.57 -5.67 0.37 -0.02
C -0.27 -6.21 1.58 -0.01
C -0.35 -5.41 2.75 -0.17
C -0.05 -5.93 4.02 -0.07
C -0.13 -5.11 5.11 -0.10
C -0.50 -3.77 4.97 -0.13
C -0.80 -3.20 3.74 -0.63
S -1.24 -1.54 3.60 0.56
C -0.73 -4.06 2.60 -0.23
N -1.03 -3.55 1.35 -0.08
H -1.31 -4.51 -1.82 0.08
H -0.59 -2.96 -1.33 0.07
H -2.30 -3.27 -1.01 0.05
H -0.52 -6.26 -0.53 0.11
H 0.02 -7.25 1.68 0.11
H 0.24 -6.97 4.11 0.10
H 0.09 -5.50 6.10 0.10
H -0.56 -3.13 5.85 0.09
C -0.55 5.72 -5.79 -0.10
O 0.49 4.80 -5.53 -0.09
C 1.00 4.78 -4.26 -0.29
C 1.78 3.67 -3.93 0.00
C 2.33 3.55 -2.67 -0.01
C 2.09 4.54 -1.70 -0.30
C 1.35 5.67 -2.06 -0.03
C 0.80 5.79 -3.33 -0.03
N 2.52 4.46 -0.38 0.03
N 3.12 3.35 -0.04 0.04
C 2.52 2.21 0.29 -0.26
C 3.34 1.06 0.44 -0.03
C 2.83 -0.19 0.68 -0.01
C 1.45 -0.41 0.81 -0.36
O 0.94 -1.57 1.00 -0.18
C 0.59 0.75 0.73 -0.13
N -0.75 0.51 0.92 -0.10
C -1.58 1.53 0.99 -0.13
C -1.15 2.85 0.85 -0.04
C 0.18 3.11 0.61 0.00
C 1.09 2.04 0.53 -0.07
H -0.96 5.46 -6.76 0.09
H -0.17 6.75 -5.83 0.09
H -1.33 5.66 -5.03 0.10
H 1.95 2.92 -4.69 0.12
H 2.94 2.70 -2.42 0.11
H 1.20 6.44 -1.32 0.11
H 0.22 6.67 -3.57 0.10
H 4.41 1.21 0.33 0.11
H 3.49 -1.05 0.78 0.11
H -2.62 1.28 1.15 0.07
H -1.87 3.65 0.94 0.10
H 0.53 4.13 0.51 0.10
S -6.13 -2.42 0.84 0.47
C -4.45 -2.49 1.04 -1.87
S -3.42 -1.19 0.74 0.49
S -4.15 -4.04 1.60 0.56

=====

5.
67
Properties=species:S:1:pos:R:3:lowdin_charge:R:1 method="wB97M-V/def2-TZVPD" charge=0 homo_lumo_gap_ev=8.0
Ca 0.59 -0.11 1.83 1.11
F -0.84 1.76 4.44 0.18
C -0.39 0.95 5.36 -0.71
F -1.37 0.60 6.18 0.17
F 0.60 1.50 6.04 0.16
S 0.33 -0.57 4.63 0.64
O 1.45 -0.08 3.82 -0.47
O 0.62 -1.43 5.73 -0.22
N -0.88 -1.02 3.66 -0.31
S -0.51 -2.21 2.68 0.57
O -0.62 -1.76 1.29 -0.42
O 0.72 -2.86 3.04 -0.24
C -1.88 -3.44 2.80 -0.70
F -2.97 -2.91 2.27 0.17
F -2.07 -3.74 4.06 0.17
F -1.49 -4.49 2.11 0.18
C 1.86 0.46 -6.29 -0.09
C 1.62 1.56 -5.46 -0.09
C 1.37 1.37 -4.11 -0.13
C 1.34 0.08 -3.58 -0.39
C 1.58 -1.01 -4.39 -0.09
C 1.84 -0.82 -5.75 -0.08
As 0.88 -0.07 -1.69 1.34
C -1.05 0.13 -1.92 -0.32
C -1.75 1.32 -2.04 -0.10
C -3.13 1.29 -2.12 -0.08
C -3.81 0.08 -2.05 -0.08
C -3.11 -1.11 -1.91 -0.02
C -1.72 -1.09 -1.85 -0.20
C -0.84 -2.28 -1.70 -0.21
C -1.25 -3.60 -1.62 -0.02
C -0.32 -4.61 -1.44 -0.08
C 1.04 -4.31 -1.35 -0.08
C 1.46 -2.99 -1.43 -0.10
C 0.53 -1.98 -1.62 -0.37
H 2.05 0.61 -7.34 0.10
H 1.63 2.56 -5.87 0.10
H 1.20 2.22 -3.47 0.09
H 1.57 -2.01 -3.99 0.09
H 2.03 -1.67 -6.38 0.10
H -1.23 2.27 -2.06 0.10
H -3.69 2.22 -2.22 0.10
H -4.89 0.06 -2.09 0.10
H -3.65 -2.05 -1.84 0.11
H -2.31 -3.85 -1.68 0.11
H -0.65 -5.64 -1.37 0.10
H 1.76 -5.11 -1.21 0.10
H 2.52 -2.75 -1.35 0.11
N 3.89 2.52 1.35 0.10
C 3.82 1.34 1.97 -0.95
N 4.01 1.35 3.30 0.11
S 3.55 -0.10 1.10 0.55
H 4.07 3.38 1.83 0.11
H 3.74 2.53 0.35 0.10
H 3.97 2.21 3.82 0.11
H 3.78 0.51 3.79 0.08
F -2.79 5.36 1.45 0.03
C -2.01 4.25 1.44 -0.31
C -0.64 4.40 1.55 -0.04
C 0.15 3.25 1.53 -0.17
C -0.37 1.95 1.41 -0.29
C -1.78 1.89 1.32 -0.18
C -2.60 3.02 1.33 -0.04
H -0.22 5.40 1.65 0.11
H 1.22 3.40 1.61 0.06
H -2.28 0.92 1.23 0.09
H -3.68 2.94 1.25 0.11

=====

6.
54
Properties=species:S:1:pos:R:3:lowdin_charge:R:1 method="wB97M-V/def2-TZVPD" multiplicity=2 charge=+1 e_above_lowest_kj_mol=164.4 homo_lumo_gap_ev="5.0 / 7.0" s2=1.048
Fe -1.44 0.93 1.41 0.40
C -3.76 1.50 0.94 -0.12
C -3.78 0.30 1.72 -0.09
C -3.24 0.58 2.99 -0.10
C -2.86 1.93 3.00 -0.07
C -3.19 2.50 1.72 -0.11
H -4.18 1.63 -0.04 0.12
H -4.23 -0.63 1.42 0.13
H -3.17 -0.10 3.82 0.13
H -2.46 2.46 3.84 0.13
H -3.09 3.53 1.44 0.12
C -0.95 3.22 -1.11 -0.01
C 0.32 2.90 -0.38 -0.29
C 1.55 3.50 -0.74 0.01
C 2.69 3.16 -0.08 0.01
C 2.65 2.22 0.98 -0.18
C 3.75 1.75 1.72 -0.62
Br 5.50 2.32 1.30 0.81
C 3.56 0.86 2.74 -0.15
C 2.27 0.40 3.07 -0.60
Br 2.03 -0.87 4.44 0.82
C 1.16 0.85 2.39 -0.42
O -0.07 0.51 2.67 -0.19
C 1.38 1.73 1.32 -0.15
N 0.25 2.05 0.63 0.10
H -0.74 3.67 -2.08 0.09
H -1.55 3.92 -0.53 0.09
H -1.54 2.31 -1.26 0.06
H 1.56 4.22 -1.54 0.12
H 3.64 3.61 -0.35 0.09
H 4.41 0.49 3.30 0.10
Te -0.87 -0.94 -0.19 1.58
C -1.57 -2.72 -1.09 -0.49
C -1.29 -3.92 -0.46 -0.13
C -1.74 -5.10 -1.04 -0.07
C -2.47 -5.07 -2.22 -0.06
C -2.73 -3.85 -2.84 -0.07
C -2.29 -2.67 -2.28 -0.13
C 1.06 -0.96 -1.05 -0.49
C 1.24 -0.39 -2.30 -0.14
C 2.48 -0.48 -2.92 -0.07
C 3.52 -1.14 -2.27 -0.06
C 3.34 -1.69 -1.01 -0.06
C 2.10 -1.60 -0.39 -0.12
H -0.72 -3.94 0.46 0.10
H -1.53 -6.05 -0.56 0.11
H -2.83 -5.99 -2.66 0.11
H -3.29 -3.83 -3.77 0.11
H -2.49 -1.72 -2.76 0.10
H 0.42 0.11 -2.81 0.10
H 2.63 -0.06 -3.90 0.11
H 4.49 -1.22 -2.76 0.11
H 4.15 -2.20 -0.52 0.11
H 1.95 -2.04 0.59 0.10

=====

7.
74
Properties=species:S:1:pos:R:3:lowdin_charge:R:1 method="wB97M-V/def2-TZVPD" multiplicity=5 charge=+1 homo_lumo_gap_ev="8.5 / 6.0" s2=6.013
Rh 0.17 -0.12 0.16 1.18
C -0.14 0.72 -3.13 -0.01
C -0.32 -0.75 -2.91 -0.30
C -0.17 -1.63 -3.98 0.00
C -0.39 -2.98 -3.80 -0.03
C -0.81 -3.43 -2.55 -0.11
C -0.92 -2.51 -1.53 -0.44
N -0.66 -1.21 -1.70 -0.03
Sb -1.81 -3.18 0.34 1.55
C 0.03 -3.05 1.48 -0.44
C 0.42 -4.23 2.08 -0.12
C 1.55 -4.23 2.88 -0.03
C 2.21 -3.03 3.08 -0.01
C 1.75 -1.87 2.46 -0.29
C 2.44 -0.59 2.81 -0.02
N 0.69 -1.89 1.63 0.02
C -2.62 -1.25 0.97 -0.43
C -3.78 -1.29 1.72 -0.11
C -4.46 -0.11 1.96 -0.04
C -3.97 1.06 1.39 -0.01
C -2.79 1.04 0.66 -0.31
C -2.29 2.29 0.00 -0.01
N -2.11 -0.11 0.49 -0.02
H -0.61 1.03 -4.06 0.10
H 0.92 0.96 -3.19 0.07
H -0.56 1.28 -2.30 0.05
H 0.10 -1.24 -4.95 0.13
H -0.28 -3.68 -4.62 0.12
H -1.04 -4.47 -2.37 0.10
H -0.16 -5.13 1.93 0.09
H 1.90 -5.13 3.36 0.12
H 3.07 -2.97 3.73 0.13
H 2.22 -0.33 3.85 0.11
H 2.11 0.21 2.18 0.01
H 3.52 -0.70 2.72 0.10
H -4.15 -2.24 2.10 0.10
H -5.36 -0.10 2.56 0.12
H -4.50 1.99 1.51 0.13
H -2.60 3.17 0.56 0.10
H -2.73 2.36 -1.00 0.10
H -1.21 2.29 -0.10 0.04
F 5.76 -0.76 -1.58 0.18
C 4.59 -1.30 -1.30 -0.67
F 4.64 -1.92 -0.13 0.15
F 4.26 -2.16 -2.24 0.17
S 3.23 -0.02 -1.25 0.70
O 2.08 -0.85 -0.92 -0.36
O 3.22 0.66 -2.49 -0.22
N 3.54 0.86 0.05 -0.15
S 2.06 2.34 0.43 0.92
O 2.75 3.50 -0.02 -0.22
O 1.08 1.80 -0.52 -0.45
C 4.78 1.39 0.43 -0.73
F 4.61 2.15 1.53 0.13
F 5.40 2.12 -0.50 0.17
F 5.65 0.40 0.78 0.14
O 0.85 3.15 1.70 -0.05
C 0.12 2.32 2.38 -0.50
O -0.07 1.13 2.10 -0.05
C -0.54 2.87 3.60 -0.08
C -1.63 2.18 4.11 0.09
C -2.25 2.65 5.25 -0.09
C -1.80 3.77 5.92 0.11
C -0.70 4.43 5.40 -0.09
C -0.07 4.01 4.25 0.10
N -0.18 5.62 6.11 -0.34
O -0.85 6.03 7.04 0.11
O 0.86 6.08 5.71 0.11
N -3.42 1.92 5.77 -0.34
O -3.82 0.97 5.12 0.08
O -3.91 2.32 6.81 0.12
H -1.99 1.29 3.62 0.12
H -2.28 4.12 6.82 0.14
H 0.78 4.57 3.87 0.14

=====

8.
57
Properties=species:S:1:pos:R:3:lowdin_charge:R:1 method="wB97M-V/def2-TZVPD" charge=+2 e_above_lowest_kj_mol=9.5 homo_lumo_gap_ev=6.9
W 1.35 -0.69 -0.13 0.70
O 6.36 -2.33 1.75 0.03
C 5.35 -2.32 1.13 -0.95
S 3.81 -3.03 1.71 1.02
C 2.84 -2.52 0.35 -1.14
C 3.49 -1.84 -0.68 -1.10
S 2.61 -1.05 -1.97 0.69
S 5.19 -1.54 -0.49 1.03
S 1.14 -2.92 0.36 0.70
N -1.29 1.00 0.11 -0.28
P -1.15 -0.70 -0.09 0.83
C -1.98 -1.46 1.30 -0.38
C -2.42 -0.72 2.40 -0.10
C -3.03 -1.37 3.47 -0.05
C -3.19 -2.75 3.44 -0.04
C -2.77 -3.49 2.35 -0.04
C -2.17 -2.85 1.27 -0.12
C -2.00 -1.20 -1.57 -0.35
C -1.32 -1.21 -2.79 -0.10
C -2.00 -1.53 -3.96 -0.05
C -3.35 -1.83 -3.91 -0.03
C -4.03 -1.82 -2.70 -0.04
C -3.37 -1.51 -1.53 -0.07
P 0.25 1.47 -0.30 0.83
C 0.35 3.04 -1.11 -0.36
C 0.07 3.10 -2.48 -0.08
C 0.12 4.33 -3.12 -0.04
C 0.45 5.47 -2.40 -0.03
C 0.73 5.40 -1.04 -0.04
C 0.68 4.18 -0.38 -0.07
C 1.38 1.31 1.09 -0.46
C 1.04 0.53 2.23 -0.11
C 2.04 0.06 3.07 -0.02
C 3.39 0.32 2.81 -0.04
C 3.74 0.97 1.65 -0.04
C 2.75 1.40 0.75 -0.13
H -2.12 1.57 0.19 0.11
H -2.30 0.35 2.43 0.10
H -3.37 -0.80 4.32 0.12
H -3.67 -3.25 4.28 0.12
H -2.92 -4.56 2.32 0.12
H -1.88 -3.43 0.40 0.11
H -0.26 -0.99 -2.82 0.06
H -1.47 -1.55 -4.90 0.12
H -3.88 -2.08 -4.82 0.12
H -5.09 -2.06 -2.67 0.12
H -3.90 -1.51 -0.59 0.11
H -0.18 2.21 -3.04 0.11
H -0.09 4.40 -4.18 0.12
H 0.49 6.43 -2.90 0.12
H 0.98 6.30 -0.49 0.12
H 0.89 4.13 0.68 0.11
H 0.00 0.36 2.47 0.09
H 1.76 -0.50 3.95 0.14
H 4.15 -0.02 3.50 0.13
H 4.78 1.15 1.41 0.13
H 3.04 1.93 -0.15 0.13